Here is CH3I2N2 as an isolated structure at a distorted geometry from the Open Molecules 2025 dataset. Energies are from ωB97M-V/def2-TZVPD.

The value obtained for the orbital gap is 7.725 eV. As for the charge: +1. Its HOMO energy is -13.09 eV. The total energy is -20256.7988 eV. The calculation puts the molecular weight at 296.86 g mol⁻¹. The calculation puts the energy above the lowest of the compared OMol25 structures with the same formula, charge and spin at 263.5 kJ/mol.

XYZ file:
```
8
CH3I2N2 (ωB97M-V/def2-TZVPD)
C -1.06944 0.57904 -0.03116
N 0.19941 0.76951 -0.26833
N -1.64409 -1.15824 -0.08690
I -2.42911 2.06982 -0.00626
I -3.65346 -1.33727 -0.02235
H 0.91500 0.09908 -0.50094
H 0.55832 1.63792 -0.08764
H -1.30194 -1.94885 0.53654
```

Charge distribution, natural (NBO) scheme, values in e: C 0.313; N -0.700; N -0.858; I 0.488; I 0.439; H 0.455; H 0.429; H 0.434